{
  "formula": "C28H45ClNO6PS4",
  "method": "wB97M-V/def2-TZVPD",
  "gap_ev": 7.13,
  "multiplicity": 1,
  "fmax_ha_per_bohr": 0.0205,
  "e_tot_ha": -3994.31704,
  "elements": ["C", "P", "C", "C", "C", "C", "C", "C", "C", "Cl", "C", "C", "C", "C", "O", "C", "C", "C", "N", "C", "C", "C", "C", "C", "O", "H", "H", "H", "H", "H", "H", "H", "H", "H", "H", "H", "H", "H", "H", "H", "H", "H", "H", "H", "H", "H", "C", "S", "O", "C", "H", "H", "H", "H", "H", "H", "C", "S", "O", "C", "H", "H", "H", "H", "H", "H", "C", "S", "O", "C", "H", "H", "H", "H", "H", "H", "C", "S", "O", "C", "H", "H", "H", "H", "H", "H"],
  "xyz": [[5.178, -2.677, 0.018], [5.460, -0.923, -0.460], [6.715, -0.349, 0.774], [3.953, -0.051, 0.069], [3.974, 1.285, 0.454], [2.824, 1.982, 0.809], [2.987, 3.434, 1.185], [3.024, 3.688, 2.696], [4.098, 2.895, 3.406], [3.876, 3.062, 5.193], [1.601, 1.282, 0.797], [1.562, -0.061, 0.406], [2.732, -0.711, 0.042], [0.294, -0.862, 0.321], [0.360, -1.973, -0.125], [-0.979, -0.212, 0.724], [-2.217, -0.886, 0.710], [-2.400, -2.348, 0.398], [-1.820, -3.224, 1.435], [-3.372, -0.168, 1.032], [-3.313, 1.166, 1.412], [-2.102, 1.806, 1.441], [-0.932, 1.138, 1.101], [0.333, 1.932, 1.165], [0.254, 3.091, 1.515], [6.146, -3.039, 0.362], [4.865, -3.264, -0.831], [4.496, -2.757, 0.863], [6.818, 0.727, 0.722], [6.382, -0.633, 1.772], [7.654, -0.843, 0.553], [4.914, 1.822, 0.479], [2.193, 4.035, 0.759], [3.937, 3.767, 0.767], [3.263, 4.743, 2.836], [2.051, 3.548, 3.149], [5.081, 3.304, 3.214], [4.059, 1.833, 3.203], [2.650, -1.741, -0.268], [-3.472, -2.560, 0.337], [-1.977, -2.584, -0.576], [-2.172, -4.160, 1.248], [-2.224, -2.952, 2.325], [-4.317, -0.686, 0.998], [-4.239, 1.656, 1.672], [-2.085, 2.840, 1.748], [-2.465, -8.143, -0.826], [-2.137, -6.417, -0.453], [-2.864, -6.105, 0.808], [-3.123, -5.745, -1.797], [-1.971, -8.748, -0.069], [-3.540, -8.325, -0.800], [-2.060, -8.381, -1.809], [-4.152, -6.093, -1.705], [-2.696, -6.059, -2.749], [-3.092, -4.660, -1.724], [-8.461, 3.190, 2.472], [-7.394, 4.412, 1.698], [-6.556, 3.697, 0.699], [-6.360, 4.694, 3.141], [-9.168, 2.841, 1.722], [-7.861, 2.353, 2.830], [-9.002, 3.654, 3.297], [-5.904, 3.755, 3.454], [-6.966, 5.111, 3.946], [-5.585, 5.405, 2.862], [3.571, -2.107, -5.167], [3.672, -3.654, -4.262], [4.193, -3.323, -2.910], [5.049, -4.331, -5.198], [2.790, -1.503, -4.709], [4.525, -1.584, -5.104], [3.314, -2.312, -6.207], [5.901, -3.654, -5.134], [4.747, -4.471, -6.235], [5.309, -5.293, -4.760], [-0.477, 4.300, -1.724], [-2.109, 3.877, -2.350], [-2.202, 4.407, -3.735], [-3.006, 5.013, -1.288], [0.257, 3.724, -2.285], [-0.297, 5.365, -1.866], [-0.417, 4.039, -0.666], [-2.656, 6.031, -1.463], [-2.861, 4.731, -0.245], [-4.062, 4.938, -1.540]],
  "forces_ev_per_a": [[0.302, 0.564, 0.650], [0.435, 0.180, -0.927], [-0.908, -0.491, 0.203], [0.154, -0.388, 0.398], [-0.228, 0.096, -0.027], [0.038, -0.203, -0.143], [0.103, -0.207, 0.180], [0.184, 0.418, -0.166], [-0.352, 0.174, 0.584], [0.070, -0.046, -0.083], [0.050, 0.096, 0.049], [0.386, 0.223, 0.033], [-0.300, 0.041, -0.003], [0.202, 0.623, 0.050], [-0.291, -0.880, -0.374], [-0.241, 0.141, 0.187], [-0.227, 0.140, 0.011], [-0.073, -0.432, 0.283], [-0.045, 0.300, -0.314], [0.638, -0.093, 0.044], [-0.444, -0.716, -0.225], [-0.089, 0.396, 0.187], [-0.237, -0.272, -0.096], [-0.301, -0.215, -0.026], [0.172, 0.498, 0.109], [0.126, -0.133, -0.063], [-0.235, -0.072, -0.147], [-0.160, -0.127, -0.032], [0.208, 0.152, -0.056], [0.162, 0.084, 0.197], [0.184, 0.073, -0.060], [0.067, 0.050, -0.050], [-0.044, 0.092, -0.081], [0.067, 0.074, -0.121], [-0.074, 0.131, 0.056], [-0.151, -0.324, 0.019], [0.219, -0.146, -0.200], [0.060, -0.100, -0.091], [0.061, -0.115, -0.032], [-0.175, 0.326, -0.230], [0.267, -0.079, 0.036], [0.183, -0.099, 0.228], [0.016, -0.035, 0.053], [-0.149, -0.023, 0.030], [0.014, 0.303, -0.007], [0.331, 0.099, -0.016], [-0.057, -0.099, -0.016], [0.108, -0.031, -0.128], [-0.102, 0.026, 0.010], [-0.076, 0.006, -0.077], [0.022, 0.041, 0.021], [0.000, 0.048, 0.024], [0.025, 0.012, 0.006], [0.018, -0.015, 0.053], [0.026, 0.016, 0.004], [0.042, 0.000, 0.035], [-0.019, -0.093, 0.058], [0.006, 0.073, -0.054], [0.035, -0.056, 0.096], [0.037, -0.020, 0.095], [0.019, 0.033, -0.035], [0.034, 0.018, -0.028], [-0.006, 0.020, -0.015], [-0.015, -0.016, -0.041], [-0.004, 0.016, -0.012], [-0.021, 0.008, -0.047], [0.019, 0.086, -0.075], [-0.069, 0.002, -0.057], [0.028, -0.021, 0.003], [0.091, -0.006, -0.067], [-0.011, -0.038, 0.037], [0.009, -0.036, 0.051], [-0.020, -0.010, 0.007], [-0.030, 0.024, 0.041], [-0.018, -0.011, 0.006], [-0.039, 0.002, 0.033], [0.080, 0.020, 0.060], [0.042, -0.109, 0.090], [0.028, 0.070, -0.015], [-0.113, 0.111, 0.063], [-0.036, -0.023, -0.029], [-0.040, -0.001, -0.039], [-0.018, 0.002, -0.015], [0.040, -0.027, -0.051], [0.006, -0.053, -0.012], [0.004, -0.045, 0.002]]
}

---

{
  "formula": "C28H46BrN2O6P",
  "method": "wB97M-V/def2-TZVPD",
  "gap_ev": [5.06, 3.73],
  "multiplicity": 3,
  "s2": 3.0259,
  "fmax_ha_per_bohr": 0.0950,
  "e_tot_ha": -4570.42998,
  "elements": ["C", "C", "C", "C", "C", "O", "C", "P", "O", "Br", "C", "C", "C", "O", "C", "O", "H", "H", "H", "H", "H", "H", "H", "H", "H", "H", "C", "C", "C", "C", "C", "C", "N", "O", "C", "C", "C", "H", "H", "H", "H", "H", "H", "H", "H", "H", "H", "H", "H", "H", "H", "H", "H", "H", "H", "C", "C", "C", "C", "C", "C", "N", "O", "C", "C", "C", "H", "H", "H", "H", "H", "H", "H", "H", "H", "H", "H", "H", "H", "H", "H", "H", "H", "H"],
  "xyz": [[7.941, 3.260, -2.502], [6.735, 2.634, -3.032], [6.679, 1.278, -3.549], [7.300, 0.208, -3.032], [7.120, -1.097, -3.786], [8.031, -1.860, -3.876], [5.744, -1.316, -4.432], [5.119, -3.067, -4.502], [6.134, -3.957, -3.515], [3.120, -3.257, -3.478], [5.100, -0.258, -4.936], [3.728, -0.379, -5.589], [3.105, 0.991, -5.930], [2.957, 1.703, -4.693], [5.828, 1.074, -4.811], [5.808, 1.941, -5.631], [8.682, 3.673, -3.191], [8.094, 3.267, -1.419], [5.812, 3.226, -3.082], [7.900, 0.294, -2.125], [5.764, -3.837, -2.622], [3.743, -1.062, -6.452], [3.059, -0.824, -4.832], [2.086, 0.849, -6.330], [3.732, 1.549, -6.641], [2.874, 2.647, -4.878], [-1.791, 1.152, 0.740], [-0.330, 0.645, 0.794], [0.614, 1.821, 1.068], [0.805, 2.739, -0.139], [1.221, 1.937, -1.370], [0.277, 0.767, -1.675], [0.007, -0.071, -0.473], [1.060, -0.811, -0.254], [-1.045, 1.308, -2.257], [0.870, -0.055, -2.822], [-0.302, -0.295, 2.005], [-1.884, 2.152, 0.316], [-2.428, 0.471, 0.173], [-2.222, 1.220, 1.738], [1.596, 1.443, 1.372], [0.239, 2.406, 1.911], [-0.110, 3.303, -0.343], [1.573, 3.482, 0.087], [1.276, 2.602, -2.236], [2.237, 1.560, -1.212], [-1.768, 0.501, -2.397], [-0.872, 1.765, -3.233], [-1.511, 2.082, -1.651], [1.873, -0.421, -2.601], [0.954, 0.552, -3.722], [0.236, -0.914, -3.058], [-0.962, -1.152, 1.853], [-0.637, 0.225, 2.903], [0.700, -0.668, 2.222], [-6.548, -0.185, 4.936], [-5.598, -0.281, 3.718], [-6.049, -1.426, 2.802], [-5.734, -2.811, 3.363], [-4.260, -2.919, 3.742], [-3.791, -1.797, 4.676], [-4.188, -0.446, 4.182], [-3.400, -0.129, 3.193], [-4.354, -2.034, 6.093], [-2.274, -1.913, 4.862], [-5.798, 1.047, 2.979], [-6.921, -1.153, 5.268], [-6.064, 0.310, 5.779], [-7.436, 0.401, 4.695], [-5.561, -1.330, 1.826], [-7.122, -1.347, 2.615], [-6.367, -3.030, 4.227], [-5.974, -3.569, 2.614], [-4.076, -3.890, 4.209], [-3.663, -2.908, 2.823], [-4.109, -1.199, 6.753], [-3.918, -2.934, 6.529], [-5.429, -2.188, 6.121], [-1.732, -1.875, 3.918], [-2.023, -2.866, 5.329], [-1.895, -1.116, 5.507], [-5.487, 1.891, 3.597], [-6.850, 1.184, 2.729], [-5.249, 1.089, 2.038]],
  "forces_ev_per_a": [[-1.807, -1.363, -0.611], [1.900, 0.579, 0.611], [-0.774, 1.245, -2.636], [-0.495, -0.552, -0.444], [-0.718, 0.728, 0.227], [1.025, -1.288, 0.073], [2.258, -3.767, 2.142], [1.895, 1.104, 1.115], [-1.685, 1.173, -0.807], [0.126, -0.030, 0.050], [-1.773, 3.779, -1.468], [0.265, 0.908, 0.018], [-0.281, -0.245, 0.015], [0.214, 0.112, -0.134], [-0.252, -2.136, 2.554], [-0.594, 1.406, -1.626], [0.780, -1.723, 0.255], [-0.678, 1.945, -0.194], [-0.293, -0.761, 1.341], [-0.001, -0.436, -0.361], [0.406, -0.327, 0.014], [-0.064, 0.299, 0.058], [0.277, 0.018, -0.174], [0.433, -0.152, -0.211], [-0.265, -0.205, 0.239], [0.102, -0.234, -0.051], [-0.147, 0.310, -0.158], [-1.799, 0.561, 1.070], [0.435, 0.164, -0.378], [-0.042, -0.058, -0.011], [0.229, 0.116, 0.541], [-1.077, 0.748, -1.681], [2.765, 0.328, 0.729], [-0.629, -0.538, -0.206], [-0.241, 0.228, 0.155], [0.278, -0.632, 0.275], [0.611, -0.497, -0.202], [0.034, -0.072, -0.154], [0.057, 0.003, -0.021], [0.183, -0.107, 0.030], [-0.056, -0.152, -0.058], [-0.155, -0.174, 0.021], [-0.017, -0.041, 0.006], [-0.031, -0.008, -0.008], [-0.102, -0.180, -0.106], [-0.079, -0.157, -0.011], [0.036, -0.006, 0.057], [0.168, -0.107, 0.020], [-0.014, -0.082, 0.073], [-0.079, -0.017, 0.139], [-0.091, 0.188, 0.141], [-0.005, -0.006, 0.104], [-0.007, 0.040, -0.044], [-0.157, 0.172, -0.203], [-0.012, -0.056, -0.220], [-0.081, -0.188, 0.236], [-1.858, 0.697, 0.827], [0.337, -0.447, -0.143], [0.012, 0.045, 0.049], [-0.288, 0.100, -0.493], [0.176, -1.030, 1.887], [0.572, -0.942, -2.630], [0.102, 0.494, 0.726], [-0.364, 0.011, 0.086], [0.251, 0.458, -0.484], [0.667, 0.118, -0.304], [0.114, -0.007, 0.061], [0.043, -0.053, -0.030], [0.097, 0.005, -0.170], [0.102, 0.121, 0.077], [0.020, 0.199, 0.103], [0.016, 0.037, 0.010], [-0.010, 0.014, 0.026], [0.108, 0.124, 0.150], [0.055, 0.163, 0.056], [-0.013, 0.014, -0.062], [0.122, 0.034, -0.142], [-0.006, 0.096, -0.028], [-0.096, 0.136, 0.003], [-0.234, 0.001, 0.043], [-0.036, 0.010, -0.040], [0.024, -0.037, -0.001], [-0.030, -0.180, 0.162], [0.140, -0.035, 0.128]]
}